Density functional theory data (wB97M-V/def2-TZVPD) for a cluster of 7 separate species, C11H35N9O10 in total in a non-equilibrium geometry.

Summary:
- SMILES: COCCNCCOC.NC(N)=O.NC(N)=O.NC(N)=O.NC(N)=O.O=C(O)O.O
- DFT total energy: -45862.8443 eV
- Charge: 0
- HOMO-LUMO gap: 9.6 eV

Positions of all 65 atoms, in Å:
C (-0.783, -0.310, 4.359)
H (0.796, 0.219, 3.330)
H (1.736, -3.180, -1.714)
N (-4.385, 1.757, 1.062)
H (2.580, 2.658, -0.271)
H (3.951, -0.962, 0.135)
H (-1.855, -0.792, 0.418)
C (-2.332, -2.332, 1.131)
O (1.348, -1.250, -2.122)
C (-2.181, 1.239, -3.881)
H (-3.234, 2.059, -5.334)
O (-0.891, 0.112, -0.659)
H (-3.976, 0.846, 1.022)
H (-4.102, 0.895, -4.313)
H (-2.389, -1.096, 5.168)
C (2.104, -2.166, -1.383)
O (-2.150, 0.318, -3.015)
C (3.362, -0.451, 0.924)
N (2.561, 2.582, -1.270)
N (-0.138, -0.157, 3.142)
O (-0.330, 0.194, 5.358)
O (-3.146, -3.346, 1.181)
H (3.367, 1.998, -1.518)
C (3.971, -0.945, 2.230)
H (-4.515, 2.270, 1.921)
O (-1.291, -2.446, 1.720)
H (-0.210, -0.931, 2.510)
H (-0.270, 1.741, -3.744)
H (2.936, -0.776, 5.300)
O (1.439, 2.315, -3.198)
O (-2.781, -1.143, 0.645)
H (3.513, 0.623, 0.812)
H (2.354, -2.997, 0.621)
H (0.185, -0.179, -0.652)
C (1.858, -1.027, -3.418)
H (2.451, -1.918, -3.746)
H (0.738, -2.344, 0.217)
H (5.011, -0.580, 2.248)
H (2.562, -0.103, -3.394)
N (-1.102, 1.844, -4.314)
O (3.304, -0.465, 3.349)
H (-3.355, 1.103, -1.146)
H (3.988, -2.045, 2.154)
H (1.136, -0.846, -4.234)
H (2.083, -1.876, 4.211)
C (3.014, -1.362, 4.419)
C (1.794, -2.157, 0.110)
H (3.205, -2.130, -1.455)
H (-0.131, 2.809, -0.670)
C (1.444, 2.685, -2.002)
C (-4.418, 2.510, -0.057)
N (-3.282, 1.469, -4.549)
N (-1.817, -1.129, 4.348)
N (0.303, 3.261, -1.480)
H (-4.013, 2.479, -1.898)
O (-4.866, 3.645, -0.073)
H (1.604, -0.956, 1.784)
H (-0.415, 3.178, -2.170)
H (-1.020, 0.298, -1.707)
H (-2.387, -1.131, 3.516)
N (1.984, -0.870, 0.815)
N (-3.894, 1.920, -1.088)
H (3.837, -2.066, 4.609)
H (-3.912, -3.131, 0.680)
H (-0.948, 2.566, -4.975)

Atom charges from the natural (NBO) analysis, given in e for atoms 1 to 2:
1. C 0.768
2. H 0.399